1.
{
  "formula": "C22H50B2F12MgN2O17S4",
  "method": "ωB97M-V/def2-TZVPD",
  "elements": ["Mg", "C", "F", "F", "F", "S", "O", "O", "N", "S", "O", "O", "C", "F", "F", "F", "C", "F", "F", "F", "S", "O", "O", "N", "S", "O", "O", "C", "F", "F", "F", "B", "H", "H", "H", "H", "B", "H", "H", "H", "H", "C", "O", "C", "C", "O", "C", "C", "O", "C", "H", "H", "H", "H", "H", "H", "H", "H", "H", "H", "H", "H", "H", "H", "C", "O", "C", "C", "O", "C", "C", "O", "C", "H", "H", "H", "H", "H", "H", "H", "H", "H", "H", "H", "H", "H", "H", "C", "O", "C", "C", "O", "C", "C", "O", "C", "H", "H", "H", "H", "H", "H", "H", "H", "H", "H", "H", "H", "H", "H"],
  "xyz": [[-4.210, 9.384, 3.280], [-2.239, 6.237, 5.692], [-3.174, 6.079, 4.727], [-1.573, 5.119, 5.847], [-1.415, 7.210, 5.280], [-3.164, 6.853, 7.318], [-4.494, 7.249, 6.892], [-3.157, 5.642, 8.144], [-2.202, 8.233, 7.932], [-1.061, 7.564, 8.776], [-0.563, 6.313, 8.167], [0.067, 8.532, 8.974], [-1.917, 7.257, 10.493], [-2.158, 5.991, 10.685], [-1.010, 7.570, 11.466], [-3.076, 7.981, 10.605], [-8.004, 10.738, 1.747], [-8.092, 11.698, 2.672], [-8.416, 9.628, 2.242], [-8.792, 11.034, 0.675], [-6.179, 10.658, 1.083], [-6.022, 9.299, 0.571], [-6.048, 11.699, 0.074], [-5.080, 10.816, 2.505], [-4.897, 12.367, 2.565], [-6.019, 13.201, 2.167], [-4.138, 12.905, 3.714], [-3.502, 12.677, 1.202], [-2.368, 12.873, 1.858], [-3.325, 11.679, 0.347], [-3.854, 13.776, 0.437], [-3.547, 9.514, 5.402], [-3.909, 10.349, 4.823], [-2.474, 9.561, 5.504], [-4.011, 9.570, 6.375], [-3.890, 8.594, 4.953], [-2.379, 9.185, 2.594], [-2.571, 8.404, 3.313], [-2.626, 10.140, 3.032], [-1.366, 9.196, 2.222], [-3.098, 9.151, 1.791], [-5.726, 9.485, 9.147], [-4.798, 10.286, 8.431], [-5.096, 11.607, 8.567], [-4.235, 12.452, 7.633], [-3.013, 11.796, 7.246], [-2.138, 12.725, 6.580], [-0.904, 12.011, 6.017], [-0.831, 10.724, 6.629], [0.407, 10.103, 6.244], [-6.752, 9.586, 8.792], [-5.602, 9.609, 10.223], [-5.494, 8.431, 8.988], [-4.957, 11.883, 9.613], [-6.117, 11.758, 8.216], [-3.956, 13.425, 8.038], [-4.847, 12.647, 6.752], [-1.848, 13.670, 7.040], [-2.716, 13.215, 5.796], [0.019, 12.576, 6.149], [-1.095, 11.764, 4.973], [0.517, 10.097, 5.160], [0.483, 9.096, 6.656], [1.274, 10.663, 6.596], [-6.593, 6.585, -0.839], [-6.022, 6.261, 0.392], [-4.600, 6.434, 0.548], [-4.364, 6.404, 2.073], [-4.954, 7.391, 2.901], [-6.387, 7.289, 2.968], [-6.887, 7.949, 4.330], [-6.248, 9.230, 4.389], [-6.921, 10.022, 5.338], [-6.316, 5.856, -1.600], [-6.249, 7.520, -1.282], [-7.660, 6.723, -0.662], [-4.202, 7.423, 0.322], [-4.084, 5.580, 0.109], [-3.290, 6.486, 2.239], [-4.490, 5.346, 2.305], [-6.628, 6.226, 2.961], [-6.975, 7.657, 2.127], [-6.620, 7.300, 5.164], [-7.962, 8.118, 4.280], [-6.553, 11.048, 5.315], [-6.868, 9.583, 6.334], [-7.922, 10.124, 4.920], [-5.826, 9.835, -5.601], [-5.755, 10.754, -4.499], [-5.532, 10.116, -3.269], [-4.061, 9.711, -3.011], [-3.615, 8.633, -3.794], [-2.278, 8.206, -3.588], [-2.099, 7.499, -2.240], [-0.702, 7.659, -1.769], [-0.623, 8.643, -0.784], [-6.140, 10.260, -6.554], [-6.651, 9.161, -5.369], [-4.965, 9.170, -5.671], [-6.129, 9.204, -3.240], [-5.913, 10.754, -2.472], [-4.035, 9.434, -1.957], [-3.548, 10.645, -3.242], [-1.487, 8.956, -3.592], [-2.068, 7.493, -4.385], [-2.117, 6.428, -2.443], [-2.910, 7.683, -1.535], [0.360, 9.089, -0.637], [-0.916, 8.270, 0.197], [-1.247, 9.525, -0.928]],
  "atomic_forces_ev_per_a": [[-0.578, -2.754, 2.976], [-0.541, 2.483, 0.289], [0.308, -0.479, 0.438], [-0.045, -0.417, 0.019], [-0.036, -0.843, 0.165], [-0.028, 0.109, 0.269], [1.207, -0.135, 0.484], [0.019, 1.180, -0.360], [-2.372, -2.888, -1.066], [3.823, 0.866, -1.629], [-0.644, 0.901, 1.778], [-2.877, -1.599, 0.757], [1.267, 0.787, -0.483], [-0.807, -0.939, 0.040], [-0.950, 0.694, -0.210], [1.617, -0.818, 0.321], [0.956, 2.229, -0.941], [-0.411, -0.504, -0.520], [-0.301, -1.563, 0.602], [0.696, -0.004, 0.830], [1.050, -1.228, -1.165], [-0.301, 1.130, 1.168], [-0.388, -1.227, 1.370], [-4.769, 2.063, -4.236], [3.618, 5.829, 1.188], [0.480, -1.256, 0.486], [-1.718, -2.030, -1.421], [-1.481, 0.482, 0.134], [-0.065, 0.432, -0.593], [0.094, -0.271, -0.010], [0.770, -0.850, 1.076], [0.221, 0.116, 1.116], [-1.374, 3.799, -2.134], [3.521, 0.067, -0.006], [-1.709, 0.319, 2.979], [-1.092, -3.613, -1.617], [2.438, -0.312, -1.029], [-0.265, -2.808, 2.200], [0.159, 3.710, 1.663], [3.518, -0.046, -1.357], [-2.584, -0.700, -3.917], [1.099, -0.771, -0.383], [-0.509, -1.993, 0.318], [0.517, 0.796, -0.212], [1.177, -0.413, -0.936], [0.163, 1.693, 0.725], [-0.893, -0.068, -0.832], [-1.397, -1.778, 0.068], [2.080, 0.322, 0.307], [-0.681, 0.306, 0.113], [-0.296, 0.558, 0.157], [-0.398, 0.494, 0.280], [0.365, 0.084, -0.373], [-0.248, 0.434, 0.357], [-0.572, 0.418, 0.464], [-0.309, 0.206, 0.492], [0.158, 0.055, -0.493], [0.188, -0.224, 1.810], [-0.144, -0.597, -0.890], [0.113, 0.197, 0.033], [0.239, 0.531, -0.483], [-0.270, -0.266, -0.351], [-0.373, 0.177, -0.076], [0.157, 0.317, 0.419], [0.436, 0.442, -0.456], [0.836, 0.316, 0.155], [-1.200, 0.814, 1.956], [1.789, -1.093, -0.914], [-1.371, -0.288, -1.147], [-1.101, -0.396, 1.899], [1.488, -0.310, -2.074], [-0.532, -1.120, -0.124], [-0.107, 0.742, -0.665], [-0.522, -0.540, -0.127], [0.263, 0.443, 0.423], [-0.058, -0.456, -0.285], [-0.396, 0.087, -1.181], [0.350, 0.219, -0.228], [0.069, 0.511, -0.110], [-1.139, 0.071, 1.208], [-0.057, -0.166, 0.374], [0.806, 0.578, -0.117], [0.160, 0.267, 0.263], [-0.200, -0.279, -0.018], [0.641, -0.217, 0.210], [-0.037, 0.101, 0.016], [-0.669, -0.127, 0.667], [-0.832, -0.775, 1.080], [0.278, 0.384, -1.389], [0.330, -1.389, -0.189], [-1.189, 0.942, 0.330], [0.000, -0.027, -0.781], [-0.151, -0.259, 0.898], [1.817, -1.443, -0.494], [-1.814, 0.148, -0.764], [-0.050, 1.029, 1.594], [0.570, 0.736, 0.247], [-0.295, -0.370, 0.069], [0.323, 0.458, -0.204], [-0.290, -0.321, 0.084], [0.400, 0.190, -0.015], [0.368, 0.354, 0.280], [0.813, -0.096, 0.278], [-0.334, 0.716, -0.349], [-0.043, 0.152, -0.082], [-0.309, -0.138, 0.122], [0.481, 0.489, 0.338], [0.437, -0.559, -0.484], [-0.091, -0.206, 0.064], [-0.460, 0.003, -0.528]],
  "mulliken_charge": [2.251, 0.784, -0.196, -0.279, -0.093, 0.551, -0.460, -0.752, -0.049, 0.797, -0.639, -0.660, 0.587, -0.233, -0.265, -0.141, 0.729, -0.196, -0.197, -0.248, -0.236, 0.062, -0.432, -0.253, 0.627, -0.619, -0.574, 0.590, -0.226, -0.154, -0.308, 1.574, -0.489, -0.423, -0.548, -0.111, 1.794, -1.175, -0.584, -0.442, -0.847, -1.004, 0.296, -0.789, -0.439, -0.106, -0.573, -0.368, 0.019, -0.861, 0.331, 0.327, 0.171, 0.327, 0.370, 0.471, 0.031, 0.503, 0.129, 0.505, 0.016, 0.269, 0.171, 0.320, -0.615, -0.490, 0.533, -1.871, 0.147, -0.514, -1.338, 0.458, -0.978, 0.338, 0.001, 0.325, -0.602, 0.766, 0.415, 0.531, 0.772, 0.001, 0.462, 0.530, 0.006, -0.044, 0.507, -0.641, -0.462, -0.581, 0.362, -0.299, -0.656, 0.657, -0.487, -0.479, 0.322, 0.263, 0.198, 0.359, 0.159, -0.073, 0.281, 0.407, 0.196, 0.327, -0.517, 0.410, 0.128, 0.155],
  "total_charge": -2,
  "spin_multiplicity": 1,
  "orbital_gap_ev": 6.5,
  "homo_ha": -0.1077,
  "e_tot_ha": -5297.37995
}


2.
{
  "formula": "C30H29BrN5OPtS",
  "method": "ωB97M-V/def2-TZVPD",
  "elements": ["Pt", "C", "C", "C", "C", "C", "C", "C", "C", "C", "H", "H", "H", "H", "H", "H", "H", "H", "H", "H", "H", "H", "Br", "C", "C", "C", "C", "C", "C", "N", "N", "C", "C", "C", "C", "O", "C", "N", "C", "C", "C", "C", "H", "H", "H", "H", "H", "H", "H", "H", "H", "C", "C", "C", "C", "N", "C", "S", "N", "C", "H", "H", "H", "H", "H", "H", "H", "H"],
  "xyz": [[-0.462, 1.587, 1.352], [-1.984, 3.477, -2.166], [-2.104, 2.990, -0.761], [-1.568, 3.751, 0.293], [-1.827, 3.434, 1.636], [-1.529, 4.419, 2.724], [-2.559, 2.236, 1.911], [-3.091, 1.446, 0.857], [-3.991, 0.287, 1.151], [-2.840, 1.833, -0.458], [-1.044, 4.003, -2.333], [-2.786, 4.195, -2.360], [-2.090, 2.671, -2.890], [-1.045, 4.673, 0.066], [-0.594, 4.946, 2.544], [-1.502, 3.951, 3.706], [-2.326, 5.167, 2.736], [-2.897, 2.050, 2.924], [-4.074, 0.097, 2.219], [-3.651, -0.619, 0.647], [-4.992, 0.503, 0.771], [-3.293, 1.265, -1.263], [-3.459, -4.988, -8.048], [-2.178, -4.406, -6.813], [-2.143, -3.045, -6.452], [-1.182, -2.600, -5.593], [-0.235, -3.523, -5.058], [-0.292, -4.894, -5.428], [-1.255, -5.327, -6.296], [0.800, -3.136, -4.317], [1.206, -2.130, -3.814], [1.156, -1.243, -2.878], [1.987, -0.072, -3.046], [2.000, 0.932, -2.150], [1.209, 0.856, -0.950], [1.169, 1.782, -0.130], [0.455, -0.384, -0.700], [-0.167, -0.468, 0.487], [-0.802, -1.578, 0.823], [-0.895, -2.664, -0.046], [-0.307, -2.577, -1.289], [0.403, -1.422, -1.636], [-2.866, -2.359, -6.870], [-1.105, -1.548, -5.348], [0.440, -5.580, -5.021], [-1.291, -6.362, -6.605], [2.589, -0.011, -3.944], [2.592, 1.822, -2.313], [-1.241, -1.609, 1.813], [-1.417, -3.559, 0.261], [-0.379, -3.405, -1.982], [3.336, -0.124, 7.203], [3.165, 0.177, 5.761], [4.154, 0.100, 4.809], [3.841, 0.370, 3.472], [2.596, 0.713, 3.105], [1.674, 0.835, 4.030], [0.090, 1.443, 3.714], [1.933, 0.549, 5.336], [4.870, 0.309, 2.406], [4.381, -0.270, 7.457], [2.784, -1.030, 7.466], [2.930, 0.681, 7.819], [5.160, -0.170, 5.095], [1.187, 0.638, 6.015], [5.840, 0.017, 2.797], [4.956, 1.287, 1.928], [4.562, -0.388, 1.626]],
  "atomic_forces_ev_per_a": [[-1.764, 1.174, 2.865], [0.101, -0.040, -0.106], [1.263, 1.308, 0.844], [-0.673, 0.131, -1.187], [0.584, -0.211, 0.357], [-0.074, 0.123, -0.012], [0.682, -0.292, 0.087], [-0.629, 0.285, -1.057], [-0.102, -0.052, -0.029], [-0.556, -1.171, 1.318], [-0.004, -0.017, -0.003], [-0.016, -0.030, 0.011], [0.026, -0.013, -0.019], [0.052, -0.052, -0.003], [0.024, -0.050, 0.007], [0.026, -0.018, -0.004], [-0.008, -0.013, 0.019], [0.118, -0.065, 0.034], [0.035, -0.051, -0.001], [-0.004, -0.019, 0.043], [-0.008, -0.045, 0.055], [0.063, -0.048, -0.022], [0.482, 0.232, 0.498], [-0.375, -0.290, -0.476], [-0.061, 0.217, 0.128], [0.006, 0.028, 0.007], [-0.238, 0.523, -0.689], [0.198, -0.072, -0.006], [-0.012, -0.080, 0.033], [0.509, -1.407, 1.035], [-0.993, 1.206, -0.205], [0.392, -0.649, -0.380], [0.306, 0.731, 0.129], [0.233, -0.228, -0.727], [0.158, 0.869, 0.687], [0.937, -0.661, -1.106], [-0.579, -1.021, 0.140], [0.736, -0.262, -0.603], [-0.026, -0.142, -0.021], [0.012, 0.045, -0.010], [0.061, 0.008, -0.158], [-0.108, 0.075, 0.466], [0.013, -0.024, -0.047], [-0.025, 0.003, -0.001], [0.041, 0.030, -0.032], [-0.047, -0.004, 0.030], [-0.018, -0.042, -0.018], [0.014, -0.004, 0.046], [-0.033, 0.035, -0.016], [-0.020, 0.006, -0.003], [0.016, -0.042, 0.031], [-0.126, -0.018, 0.242], [0.152, 0.026, -0.191], [0.013, 0.002, -0.017], [-0.264, -0.033, 0.341], [0.080, 0.020, -0.155], [0.197, 0.045, -0.358], [-0.926, 0.034, -1.471], [0.030, 0.033, -0.175], [0.105, 0.014, -0.170], [0.010, 0.011, -0.041], [0.040, -0.032, -0.053], [0.061, 0.043, -0.022], [-0.012, -0.011, 0.035], [-0.054, -0.004, 0.027], [0.005, -0.019, -0.031], [-0.008, 0.029, 0.061], [-0.014, -0.053, 0.051]],
  "mulliken_charge": [1.404, -1.748, 1.196, -0.979, 0.790, -1.688, -0.634, 0.588, -1.712, -0.614, 0.423, 0.370, 0.397, 0.499, 0.403, 0.363, 0.401, 0.606, 0.413, 0.314, 0.428, 0.544, 0.013, 0.199, -0.649, -0.174, 0.555, -0.374, -0.531, -0.816, 0.328, 0.587, -0.676, -0.986, 1.057, -0.892, 0.341, -0.622, -0.688, -0.915, -0.459, 0.919, 0.442, 0.473, 0.487, 0.460, 0.549, 0.541, 0.570, 0.512, 0.438, -1.416, 0.745, -0.765, 0.910, -0.249, 0.164, -0.465, 0.007, -1.192, 0.372, 0.358, 0.402, 0.403, 0.310, 0.380, 0.314, 0.269],
  "total_charge": 3,
  "spin_multiplicity": 1,
  "orbital_gap_ev": 5.2,
  "homo_ha": -0.5589,
  "e_tot_ha": -4600.12933
}